Run A
21
Properties=species:S:1:pos:R:3 method="wB97M-V/def2-TZVPD" e_lumo_ha=0.02905 charge=0 multiplicity=1 smiles="C=C(CC)CC.O" homo_lumo_gap_ev=10.2
C 2.351 1.431 -0.544
C 1.035 1.176 0.361
C 0.514 -0.261 0.409
C 1.157 -1.360 0.167
C -0.841 -0.504 1.115
C -1.744 -1.603 0.501
H 3.286 0.971 -0.270
H 2.370 1.022 -1.623
H 2.643 2.514 -0.565
H 0.130 1.840 0.243
H 1.452 1.248 1.408
H 2.034 -1.515 -0.494
H 0.812 -2.291 0.599
H -0.862 -0.455 2.223
H -1.399 0.374 0.732
H -1.308 -2.675 0.691
H -2.733 -1.523 1.005
H -1.881 -1.509 -0.573
H -1.111 0.651 -1.262
H -2.248 1.708 -1.409
O -2.002 0.795 -1.594


Run B
21
Properties=species:S:1:pos:R:3 method="wB97M-V/def2-TZVPD" e_lumo_ha=0.03283 charge=0 multiplicity=1 smiles=CC(C)C[C@@H](C)O homo_lumo_gap_ev=11.0
C 0.595 1.696 -0.888
C 0.745 0.183 -1.006
C 0.527 -0.247 -2.466
C -0.320 -0.469 -0.101
C -0.344 -0.201 1.415
C -1.074 -1.309 2.168
O 0.916 0.112 1.983
H 1.285 2.229 -1.549
H 0.772 2.021 0.142
H -0.429 1.974 -1.170
H 1.775 -0.089 -0.730
H 1.204 0.290 -3.143
H -0.499 -0.016 -2.780
H 0.692 -1.320 -2.622
H -0.477 -1.525 -0.365
H -1.257 0.038 -0.332
H -0.985 0.682 1.520
H -0.509 -2.248 2.222
H -2.035 -1.510 1.678
H -1.279 -0.955 3.183
H 0.697 0.565 2.808


Comparing the structures above, run B comes out on top by 0.0624 hartree.